8
Properties=species:S:1:pos:R:3 method="wB97M-V/def2-TZVPD" smiles=Clc1cocn1 homo_energy_ev=-9.674 de_lowest_kcal_mol=4.4 total_energy_ha=-705.67702
Cl -2.55097 0.53009 0.30563
O 1.06633 -0.30549 -0.60757
N -0.05746 0.29369 1.22429
C -0.27194 -0.23969 -0.98052
C -0.87306 0.16351 0.12583
C 1.14210 -0.04311 0.68876
H -0.54574 -0.29470 -1.97168
H 2.09075 -0.10431 1.21526